(1)
C8H19IOSi | ωB97M-V/def2-TZVPD

The geometry in ORCA input format:
```
! RIJCOSX wB97M-V def2-TZVPD def2/J DEFGRID3
* xyz 0 1
C 2.21 2.00 1.41
C 1.30 -1.72 -1.76
C -0.84 -1.62 -3.02
C -1.90 -1.24 2.02
C -1.13 1.22 1.88
C 1.73 2.34 -0.02
C -0.20 -1.61 -1.62
C -0.82 -0.26 1.42
O 1.35 1.25 -0.78
Si -0.78 -0.20 -0.51
I -3.01 0.53 -1.26
H 3.26 1.46 1.23
H 2.16 2.91 2.05
H 1.50 1.28 1.79
H 1.77 -2.23 -0.97
H 1.54 -2.19 -2.69
H 1.89 -0.73 -1.63
H -1.32 -0.58 -3.13
H -1.76 -2.30 -3.12
H -0.05 -1.90 -3.69
H -1.74 -2.18 1.48
H -1.82 -1.14 3.09
H -2.96 -0.84 1.62
H -0.80 1.96 1.17
H -0.66 1.49 2.76
H -2.26 1.39 1.97
H 2.65 2.80 -0.59
H 1.02 3.11 0.01
H -0.45 -2.53 -0.94
H 0.13 -0.48 1.85
*
```

The calculated total energy is -26627.352 eV. For the HOMO-LUMO gap (alpha / beta), the calculation gives 0.28438 / 0.28436 Eh. As for the relative energy (zero: lowest compared OMol25 entry of this formula, charge and spin): 79.5 kcal/mol.

---

(2)
C8H19N | ωB97M-V/def2-TZVPD

The geometry in ORCA input format:
```
! RIJCOSX wB97M-V def2-TZVPD def2/J DEFGRID3
* xyz 0 1
C 0.99 -0.34 -0.87
C 1.65 -1.37 0.00
C -0.02 -0.82 -1.86
C 1.95 0.70 -1.39
C -0.79 2.26 0.13
C -0.23 1.01 0.74
C 0.22 0.97 2.00
H -1.04 -0.56 -1.50
H 2.49 1.19 -0.57
H 0.96 -2.17 0.29
H 2.51 -1.84 -0.50
H 2.05 -0.92 0.92
H -0.05 -1.91 -1.95
H 0.06 -0.39 -2.87
H 1.45 1.46 -1.99
H 2.72 0.25 -2.04
H -0.11 2.69 -0.61
H -1.74 2.09 -0.39
H -0.94 3.04 0.89
H 0.64 0.07 2.44
H 0.14 1.82 2.67
C -2.21 -0.65 0.63
N -1.92 -1.72 1.47
H -1.51 -2.52 1.00
H -1.36 -1.45 2.27
H -2.65 0.19 1.14
H -2.77 -0.92 -0.26
H -0.48 -0.14 0.19
*
```

The calculated total energy is -10088.646 eV. For the HOMO-LUMO gap (alpha / beta), the calculation gives 0.26245 / 0.27195 Eh. As for the relative energy (zero: lowest compared OMol25 entry of this formula, charge and spin): 138.9 kcal/mol.

---

(3)
C8H19N2 | ωB97M-V/def2-TZVPD

The geometry in ORCA input format:
```
! RIJCOSX wB97M-V def2-TZVPD def2/J DEFGRID3
* xyz 1 1
C 1.74 0.25 -0.18
C -0.64 -0.40 -0.12
C 1.95 -0.07 -1.60
C 2.93 1.04 0.37
C -1.10 -1.32 1.04
C -0.73 -1.26 -1.46
C 0.47 1.03 1.72
C -2.94 0.37 0.05
N 0.59 0.25 0.44
N -1.59 0.67 -0.18
H 1.52 -0.94 -1.93
H 3.02 -0.21 -1.97
H 1.37 0.68 -2.20
H 3.80 1.25 -0.25
H 3.30 0.43 1.29
H 2.63 1.98 0.65
H -1.66 -2.13 0.65
H -1.57 -0.73 1.87
H -0.36 -1.95 1.50
H -1.48 -1.88 -1.24
H 0.22 -1.82 -1.65
H -0.98 -0.65 -2.23
H 1.21 1.64 2.05
H -0.52 1.52 1.58
H 0.45 0.35 2.48
H -3.70 0.90 -0.68
H -3.29 -0.75 -0.02
H -3.08 0.62 1.09
H -1.58 1.12 -1.09
*
```

The calculated total energy is -11575.052 eV. For the HOMO-LUMO gap, the calculation gives 0.33809 Eh. Its structure (SMILES) is CNC(C)(C)[N+](C)=C(C)C. As for the relative energy (zero: lowest compared OMol25 entry of this formula, charge and spin): 69.0 kcal/mol.

---

(4)
C8H19NO | ωB97M-V/def2-TZVPD

The geometry in ORCA input format:
```
! RIJCOSX wB97M-V def2-TZVPD def2/J DEFGRID3
* xyz 0 1
C 1.36 0.69 -0.02
C 2.53 -0.18 0.19
C 4.85 -0.68 -0.12
C -3.27 -2.35 -0.02
C -2.12 -1.30 -0.11
C -2.54 0.16 -0.04
C -1.33 1.01 0.05
C -1.60 2.48 0.28
H 1.26 1.42 -0.78
H 1.21 1.13 0.91
H 0.51 0.00 0.09
H 3.81 0.85 -1.06
H 4.54 -1.63 0.42
H 5.66 -1.03 -1.06
H 5.60 0.03 0.38
H -3.97 -2.05 0.89
H -3.85 -2.23 -1.02
H -2.83 -3.33 -0.01
H -1.59 -1.56 -1.07
H -1.45 -1.45 0.74
H -3.16 0.45 -0.93
H -3.20 0.29 0.80
H -0.92 0.95 -0.94
H -0.65 0.59 0.79
H -1.79 2.77 1.40
H -0.77 3.13 -0.03
H -2.47 2.81 -0.32
N 3.61 -0.02 -0.60
O 2.56 -0.97 1.20
*
```

The calculated total energy is -12139.655 eV. For the HOMO-LUMO gap, the calculation gives 0.37737 Eh. Its structure (SMILES) is CNC(C)=O.CCCCC. As for the relative energy (zero: lowest compared OMol25 entry of this formula, charge and spin): 68.2 kcal/mol.

---

(5)
C8H19NO | ωB97M-V/def2-TZVPD

The geometry in ORCA input format:
```
! RIJCOSX wB97M-V def2-TZVPD def2/J DEFGRID3
* xyz 0 1
C -0.18 0.13 -1.32
C 0.94 -0.23 3.33
C -0.10 -2.09 2.53
C -0.30 0.72 -2.74
C -0.55 -1.36 -1.32
C -1.11 0.89 -0.37
C 1.27 0.28 -0.84
C 1.16 1.23 3.14
N -1.66 0.65 -3.25
O -0.02 -0.80 2.66
H 1.54 -0.81 4.02
H -1.73 1.13 -4.14
H -1.93 -0.32 -3.40
H -1.02 -2.48 2.14
H 0.67 -2.76 2.89
H 0.43 0.21 -3.39
H -0.02 1.78 -2.70
H 1.94 -0.31 -1.47
H -0.29 -1.81 -0.36
H -1.62 -1.49 -1.47
H -0.01 -1.89 -2.10
H -2.13 0.87 -0.76
H -1.10 0.44 0.62
H -0.80 1.93 -0.28
H 1.37 -0.06 0.18
H 1.59 1.32 -0.89
H 0.37 1.64 2.52
H 2.12 1.44 2.66
H 1.16 1.75 4.10
*
```

The calculated total energy is -12138.387 eV. For the HOMO-LUMO gap (alpha / beta), the calculation gives 0.28937 / 0.30280 Eh. As for the relative energy (zero: lowest compared OMol25 entry of this formula, charge and spin): 97.4 kcal/mol.

---

(6)
C8H19NO | ωB97M-V/def2-TZVPD

The geometry in ORCA input format:
```
! RIJCOSX wB97M-V def2-TZVPD def2/J DEFGRID3
* xyz 0 1
C -0.82 1.24 0.25
C -1.66 0.05 -0.04
C -3.18 0.41 0.05
C -4.17 -0.84 -0.13
C -5.56 -0.09 0.15
C 1.53 -1.02 -0.05
C 2.70 -0.07 -0.17
C 5.15 0.03 0.43
H -1.42 2.18 -0.21
H -0.82 1.27 1.42
H 0.12 1.09 -0.03
H -1.48 -0.97 0.40
H -1.59 -0.26 -1.11
H -3.32 0.91 1.05
H -3.38 1.00 -0.81
H -3.98 -1.68 0.58
H -4.25 -1.40 -1.17
H -5.57 0.77 -0.60
H -6.50 -0.72 0.03
H -5.55 0.27 1.15
H 1.85 -1.78 0.84
H 1.58 -1.59 -1.10
H 0.49 -0.55 0.06
H 4.02 -1.64 0.12
H 4.94 1.19 0.36
H 5.27 -0.13 1.54
H 5.93 -0.22 -0.32
N 3.95 -0.67 -0.03
O 2.74 1.10 -0.60
*
```

The calculated total energy is -12139.340 eV. For the HOMO-LUMO gap, the calculation gives 0.37532 Eh. Its structure (SMILES) is CNC(C)=O.CCCCC. As for the relative energy (zero: lowest compared OMol25 entry of this formula, charge and spin): 75.4 kcal/mol.

---

> Look up the calculated total energy of the fourth one.

-12139.655 eV